51
Properties=species:S:1:pos:R:3:forces:R:3:lowdin_spin:R:1 method="wB97M-V/def2-TZVPD" max_force_ev_per_a=0.437 energy_ha=-5791.7656 s2=6.025 relative_energy_kcal_mol=3.7 multiplicity=5
Co -1.16345 0.19570 0.43627 0.2160 -0.0845 -0.2479 2.69
Cl -0.20258 -6.47088 0.77859 -0.0011 -0.0668 -0.0013 0.04
C -0.22767 -4.79135 1.09691 0.1358 0.0383 0.2451 0.11
C 0.40665 -4.29960 2.29815 -0.1099 -0.1538 -0.2076 0.09
Cl 1.14342 -5.41871 3.36183 0.0268 -0.0399 0.0199 0.03
C 0.42001 -2.96603 2.59072 -0.0732 0.1028 -0.1337 0.03
Cl 1.16699 -2.33435 3.99647 0.0109 -0.0029 0.0128 0.00
C -0.20153 -2.03322 1.70553 -0.0994 -0.3443 -0.2277 0.15
O -0.21983 -0.79316 1.92443 -0.0444 0.2281 0.1212 0.24
C -0.84508 -2.53612 0.47350 0.2563 -0.1379 0.3267 0.16
O -1.35743 -1.69512 -0.31846 -0.1499 0.2038 -0.0622 0.23
C -0.83534 -3.93728 0.21894 0.0147 0.1805 0.0527 0.02
Cl -1.59149 -4.48037 -1.22201 -0.0110 -0.0146 -0.0156 0.00
C -4.46502 -0.79702 -1.30420 -0.0922 0.1251 -0.0163 0.00
N -4.57661 0.65926 -1.24206 -0.0257 -0.2592 -0.0827 0.01
C -5.24484 1.44256 -2.17251 0.0869 -0.1272 0.0431 0.00
C -5.17167 2.71801 -1.75080 0.0690 0.0421 0.1446 0.00
N -4.46466 2.68674 -0.56450 -0.0468 0.2177 -0.0507 0.01
C -4.09904 1.43200 -0.25137 0.0980 0.0653 -0.1639 0.01
S -3.25412 0.99827 1.17132 -0.1964 -0.1209 0.1537 0.05
H -4.58712 -1.10360 -2.33937 -0.0091 0.0081 -0.0034 0.00
H -5.23556 -1.25817 -0.68851 -0.0119 0.0193 0.0081 0.00
H -3.49041 -1.11384 -0.95383 0.1215 0.0072 0.0345 0.00
H -5.69529 1.02058 -3.05333 0.0204 -0.0155 0.0453 0.00
H -5.54819 3.62752 -2.18306 0.0395 -0.0272 0.0288 0.00
H -4.18668 3.47638 -0.00521 0.0166 -0.0027 -0.0109 0.00
C 2.34138 1.43082 2.41928 -0.0040 -0.0512 0.0384 0.00
C 2.78297 2.33276 1.28788 0.0020 0.0177 -0.1871 0.00
C 2.14547 3.70629 1.35697 -0.0416 -0.0051 0.0288 0.00
O 2.53787 1.60823 0.04681 -0.0572 -0.1068 0.2596 0.00
P 1.65343 1.97040 -1.22575 0.2226 0.0151 -0.1597 0.01
S 2.09401 3.62106 -2.11520 -0.0035 0.0359 -0.0847 0.01
S -0.33685 1.94927 -0.69277 -0.1639 0.2009 -0.0325 0.09
O 1.94495 0.70489 -2.14481 -0.2137 -0.0461 0.0526 0.00
C 2.74797 -0.48082 -1.94869 0.0708 0.1394 -0.0009 0.00
C 4.22049 -0.13358 -1.84357 0.0343 -0.0059 0.0306 0.00
C 2.23047 -1.32748 -0.80472 0.0143 -0.0079 0.0844 0.00
H 2.54784 1.91102 3.37805 0.0104 -0.0260 -0.0203 0.00
H 2.86672 0.47401 2.39088 -0.0293 0.0334 -0.0120 0.00
H 1.27184 1.23420 2.35140 -0.0246 0.0089 0.0198 0.00
H 3.86785 2.44168 1.30702 0.0623 0.0448 0.0187 0.00
H 1.05727 3.63570 1.32060 0.0147 -0.0038 0.0065 0.00
H 2.47562 4.34573 0.54236 0.0100 -0.0103 0.0324 0.00
H 2.43219 4.16072 2.30735 -0.0056 -0.0004 -0.0068 0.00
H 2.58242 -1.02356 -2.87872 -0.0074 -0.0232 -0.0644 0.00
H 4.43683 0.36361 -0.89871 0.0067 -0.0178 -0.0230 0.00
H 4.51246 0.52699 -2.66052 -0.0126 -0.0268 0.0173 0.00
H 4.81380 -1.04924 -1.90390 -0.0155 0.0333 0.0050 0.00
H 2.41109 -0.84603 0.15789 -0.0324 -0.0322 -0.0435 0.00
H 2.72728 -2.30144 -0.81265 -0.0208 0.0460 0.0032 0.00
H 1.16117 -1.48345 -0.93992 -0.0572 -0.0530 0.0249 0.00